A molecular structure, C44H114F12N22O14P6S4Sr, computed with ωB97M-V with the def2-TZVPD basis set.

Structure (XYZ):
```
217
Properties=species:S:1:pos:R:3:forces:R:3
Sr -0.936 1.490 -2.752 0.4619 1.6092 0.4691
C 0.743 2.435 1.138 1.0796 0.1937 1.1680
F 1.424 2.399 2.292 0.7842 0.8692 -0.8254
F -0.217 1.621 1.332 -2.3228 -2.4624 -0.2930
F 0.165 3.599 0.926 0.6244 1.1948 -0.2000
S 1.771 1.958 -0.389 1.9650 2.2440 -2.9471
O 1.686 3.037 -1.394 -1.2664 -1.1870 1.5226
O 3.180 1.722 -0.050 -3.0586 -0.6815 0.1339
N 0.680 0.766 -1.064 3.1185 -0.0609 2.6580
S 1.282 -0.607 -0.388 1.8623 -3.9327 0.7095
O 2.162 -1.383 -1.284 -1.7328 1.7415 0.9241
O 1.803 -0.505 1.001 -1.7546 0.6075 -2.4607
C -0.291 -1.754 -0.290 2.9237 0.6915 -0.0823
F -0.906 -1.433 0.879 -0.2774 -1.0648 -2.1166
F -0.960 -1.595 -1.461 -1.0323 0.7988 1.2483
F 0.164 -3.010 -0.371 -0.7992 0.7512 1.2115
C 0.447 -1.281 -5.200 -0.9347 0.7808 -0.4496
F 1.520 -1.757 -5.735 0.6283 -0.6878 -0.7642
F -0.679 -1.917 -5.653 1.8689 0.6333 0.8111
F 0.566 -1.450 -3.865 -0.6865 0.5209 -0.5057
S 0.404 0.626 -5.686 2.1484 -0.7485 1.9932
O 1.322 1.308 -4.784 -1.3539 -0.5814 0.4990
O 0.751 0.761 -7.069 -1.2471 -0.2627 0.7723
N -1.193 0.908 -5.035 3.4131 -1.0960 -1.5321
S -1.971 0.861 -6.379 -6.0568 -0.9739 -5.0304
O -1.962 2.162 -7.039 -0.0735 -1.1698 1.0589
O -1.880 -0.311 -7.319 0.2381 2.5647 2.9686
C -3.817 0.581 -5.585 2.9290 1.9043 -1.2251
F -4.010 1.583 -4.704 -0.1864 0.2170 0.3005
F -4.663 0.670 -6.562 -0.8411 0.1247 -0.6243
F -3.963 -0.539 -4.957 -0.0570 -1.3242 0.6574
O 8.594 -2.559 0.163 -1.7102 0.6867 -0.4605
P 7.237 -2.022 -0.187 -0.3926 1.9889 -0.5342
N 7.110 -0.309 0.140 0.3783 -1.2812 0.2471
C 5.949 0.584 -0.093 -0.4873 -2.0993 0.7280
C 8.368 0.454 0.307 -1.3315 -0.6593 0.3485
N 5.834 -2.688 0.558 1.4866 -0.3619 -2.3986
C 5.414 -2.351 1.869 0.3216 0.3994 1.1838
C 5.376 -4.052 0.192 0.8646 0.6108 -0.2438
N 6.928 -2.036 -1.873 -0.3555 -1.1529 -1.2515
C 7.985 -1.842 -2.893 1.6463 0.1957 2.1910
C 5.656 -1.693 -2.500 -0.8870 0.5861 0.9428
H 5.040 0.015 -0.290 0.1578 -0.5152 -0.1571
H 5.987 1.267 -0.941 0.6358 0.3550 0.2714
H 5.681 0.991 0.882 0.2560 0.9973 -0.2059
H 9.120 -0.104 0.866 -0.0581 -0.1322 -0.2928
H 8.036 1.281 0.933 0.6019 0.5327 -0.2412
H 8.718 0.741 -0.684 0.3934 0.4446 0.1769
H 5.824 -1.410 2.234 -0.2714 0.3078 -0.4639
H 4.324 -2.358 1.897 -0.1029 0.1937 0.2289
H 5.804 -3.058 2.602 -0.1653 -0.4658 0.1495
H 5.808 -4.837 0.812 -0.0756 0.1300 0.6323
H 4.289 -4.058 0.272 -0.0036 -0.2037 -0.2505
H 5.749 -4.340 -0.791 -0.4465 0.3903 -0.3089
H 8.883 -1.642 -2.308 0.4684 -0.5140 -0.0105
H 8.213 -2.691 -3.538 -0.4901 -0.1343 0.0295
H 7.986 -0.919 -3.471 -1.1220 0.0928 -0.1680
H 4.754 -2.066 -2.014 0.2139 -0.6402 0.2333
H 5.617 -1.974 -3.552 0.2384 -0.1632 0.0945
H 5.479 -0.621 -2.419 0.1797 0.3836 -0.4749
O 3.534 -8.702 -2.930 -3.0726 0.6314 0.8910
P 2.138 -8.206 -2.558 -0.2171 0.4085 -0.5145
N 1.389 -8.932 -1.197 1.4116 -0.0151 -1.1154
C -0.059 -8.881 -0.978 0.6719 0.8038 -0.0855
C 2.101 -10.000 -0.524 -0.2952 -0.3686 1.1899
N 0.936 -8.368 -3.782 1.5131 -1.2706 -1.1943
C 1.021 -9.423 -4.839 0.1152 0.1360 0.7120
C -0.111 -7.472 -4.141 -0.5541 1.1611 0.8505
N 1.989 -6.538 -2.176 0.2757 0.4796 0.8121
C 2.578 -5.483 -3.089 -0.8296 -0.7607 0.9912
C 2.091 -6.128 -0.719 0.6932 -1.2245 0.4206
H -0.353 -7.835 -0.894 -0.1517 0.1560 -0.1121
H -0.275 -9.318 -0.004 -0.0623 -0.2627 -0.1981
H -0.654 -9.313 -1.783 0.0352 -0.3311 0.0535
H 1.649 -10.065 0.466 0.0058 -0.1191 0.2418
H 3.158 -9.840 -0.315 -0.0198 0.4173 -0.5570
H 1.994 -11.003 -0.939 -0.0468 -0.0221 -0.4864
H 0.422 -9.148 -5.707 0.2301 0.4743 -0.0124
H 2.039 -9.607 -5.182 -0.0336 -0.1960 0.2925
H 0.508 -10.318 -4.486 0.4260 -0.4051 0.1218
H 0.144 -6.788 -4.950 0.4238 0.4829 0.0453
H -0.987 -7.964 -4.564 -0.1194 -0.5348 0.5042
H -0.394 -6.943 -3.231 -0.3039 0.4472 -0.3667
H 3.662 -5.381 -3.040 0.0932 -0.1975 0.2820
H 2.318 -5.644 -4.135 -0.2311 -0.1743 0.1297
H 2.107 -4.576 -2.709 0.1946 0.2872 -0.4305
H 1.487 -6.691 -0.007 -0.4936 -0.5769 -0.7411
H 1.879 -5.123 -0.354 -0.1533 0.5713 -1.4304
H 3.081 -6.339 -0.314 0.4794 0.1010 -0.2698
O -1.055 4.026 -2.877 0.2403 -0.4079 -0.0466
P -1.164 5.405 -3.444 0.5904 4.2779 -1.1670
N 0.121 5.887 -4.558 -0.9562 -1.3500 -0.1246
C 0.672 4.885 -5.508 -0.2758 0.0945 0.7308
C 0.181 7.216 -5.186 0.7737 1.0833 1.8302
N -1.098 6.649 -2.186 -0.8420 -1.7955 -1.6965
C -0.353 6.457 -0.918 -1.9446 -0.0500 -0.6262
C -1.698 7.994 -2.385 0.5397 -0.6825 0.1772
N -2.558 5.702 -4.347 1.9143 -1.2310 0.8929
C -3.847 5.541 -3.723 0.6443 0.0600 0.4619
C -2.591 6.106 -5.756 -1.0091 0.9455 1.2108
H 0.322 5.106 -6.516 -0.1838 -0.3252 -0.1058
H 0.399 3.881 -5.183 -0.0549 -0.0099 -0.2601
H 1.761 4.928 -5.540 0.0785 0.1486 0.1790
H -0.381 7.481 -6.081 -0.3842 -0.7247 0.0343
H 1.214 7.495 -5.396 0.3323 -0.6232 -0.2384
H -0.006 7.962 -4.414 -0.5869 0.0616 -0.0302
H 0.625 6.935 -0.971 0.0329 -0.3642 0.4093
H -1.006 6.877 -0.154 0.3947 0.7026 0.2251
H -0.445 5.411 -0.626 1.0564 -0.1540 -0.4176
H -2.288 8.314 -1.526 -0.0738 -0.3454 0.2392
H -0.899 8.729 -2.476 -0.0133 0.1744 -0.2878
H -2.362 8.018 -3.248 0.2699 -0.0645 -0.0893
H -3.678 5.621 -2.649 -0.3919 -0.0277 0.1595
H -4.457 6.385 -4.045 -0.5113 -0.3034 0.1069
H -4.240 4.550 -3.951 -0.5714 0.1891 -0.0916
H -2.626 7.188 -5.634 0.7929 0.4006 -1.1514
H -3.612 5.942 -6.100 0.2114 -0.8024 -0.3658
H -1.828 5.672 -6.403 -0.2230 0.2401 0.1853
O -1.647 -1.995 6.890 -0.1481 -0.2415 0.0550
P -0.450 -2.533 6.227 2.3846 0.9082 -1.2858
N 0.386 -1.187 5.413 -0.8323 -1.5630 1.2318
C -0.294 -0.020 4.848 -0.8632 -1.3656 0.1075
C 1.724 -1.386 4.876 -0.6574 0.5921 -0.3728
N -0.692 -3.772 5.008 1.1385 0.8202 1.3818
C -1.276 -5.094 5.347 -0.0161 0.9890 -0.4362
C -0.997 -3.238 3.674 -0.5944 0.5203 0.1716
N 0.805 -3.138 7.261 -2.5664 3.1084 -1.2918
C 1.121 -2.385 8.489 -0.0938 -0.6001 -0.3784
C 1.336 -4.407 7.109 0.8483 -2.4049 0.0552
H -0.633 -0.250 3.838 0.2100 0.1029 -0.5665
H 0.345 0.862 4.795 0.0010 -0.0266 0.3866
H -1.233 0.126 5.382 0.2687 0.4257 0.3550
H 2.427 -0.663 5.290 0.2815 -0.2811 0.6328
H 1.689 -1.048 3.840 0.1584 -0.6596 -0.5697
H 2.034 -2.425 4.983 0.2516 0.2412 -0.0979
H -2.356 -4.958 5.384 -0.1820 -0.5840 -0.0832
H -0.942 -5.788 4.576 -0.3778 -0.0564 -0.1478
H -0.941 -5.537 6.285 0.0222 0.5571 0.0241
H -0.168 -2.659 3.266 0.1597 -0.2847 -0.0219
H -1.362 -3.958 2.942 0.6237 -0.6717 0.2673
H -1.849 -2.558 3.682 -0.2286 0.4146 0.3458
H 0.602 -1.434 8.612 -0.3850 -0.2773 -0.4192
H 0.850 -3.051 9.308 0.2478 0.3126 0.4403
H 2.181 -2.133 8.492 0.1640 -0.2428 0.1667
H 2.121 -4.622 7.834 0.2790 0.4110 -0.0269
H 1.737 -4.600 6.114 0.1122 0.0728 -0.0996
H 0.624 -5.208 7.307 -0.1829 -0.1876 0.0507
O -6.804 -0.394 -0.151 0.2391 -1.8120 -0.4783
P -6.792 -1.893 -0.136 1.1305 -1.8939 -0.4225
N -5.447 -2.613 0.638 -0.6369 0.9217 -0.3776
C -4.213 -1.887 0.690 0.6933 0.7935 1.1110
C -5.408 -3.892 1.333 -1.9407 0.4684 -0.6172
N -6.610 -2.689 -1.716 -0.3758 2.1637 0.2792
C -6.321 -4.112 -1.917 -0.0380 0.6923 -0.3686
C -7.237 -1.919 -2.859 0.0636 -0.4974 1.4817
N -8.113 -2.668 0.616 0.6576 0.9010 -0.1049
C -9.377 -2.784 -0.140 0.2291 -1.1880 1.2158
C -8.369 -2.534 2.076 0.3106 0.2592 -0.1464
H -3.636 -1.869 -0.234 -0.0641 0.1033 -0.2456
H -3.549 -2.251 1.474 0.0421 -1.0089 -0.1526
H -4.297 -0.901 1.146 -0.5434 0.6215 -0.8251
H -4.513 -4.456 1.072 0.1340 0.1867 0.5952
H -6.262 -4.471 0.982 0.0359 -0.2462 -0.0609
H -5.673 -3.651 2.362 0.9600 -0.7645 0.5377
H -5.427 -4.422 -1.376 -0.2930 -0.0830 0.2776
H -7.187 -4.756 -1.760 -0.0233 -0.1881 0.5146
H -6.079 -4.262 -2.969 0.1254 0.1861 -0.1208
H -8.227 -1.712 -2.452 -0.2961 0.4990 -1.0998
H -6.718 -0.986 -3.078 0.0634 0.0707 0.3758
H -7.267 -2.451 -3.809 -0.1456 -0.4704 0.3424
H -10.143 -2.058 0.131 0.3073 0.6182 -0.2163
H -9.257 -2.886 -1.218 0.1232 0.0340 0.2758
H -9.758 -3.709 0.294 -0.5348 -0.3561 -0.6482
H -7.579 -2.052 2.652 0.2512 0.4409 -0.5891
H -8.462 -3.468 2.631 -0.2750 -0.5687 -0.6122
H -9.284 -1.966 2.244 -0.0015 0.1188 -0.0185
O -1.516 7.887 3.733 0.0492 0.4680 -0.7973
P -0.426 7.692 4.686 2.8340 -1.0547 2.4579
N 0.550 6.298 4.435 0.3101 1.0497 3.1094
C 1.441 5.751 5.537 -0.9543 0.3675 0.1296
C 0.873 5.757 3.179 -1.5851 -0.8225 -1.3034
N -1.069 7.360 6.297 1.7550 -0.4706 -1.3912
C -1.341 8.516 7.087 0.2474 1.3250 0.2051
C -2.026 6.270 6.419 -0.1968 -0.4588 -1.2116
N 0.802 8.977 4.817 -2.3479 -0.7876 0.2375
C 0.325 10.372 4.611 0.9351 -0.6866 -1.5470
C 2.227 8.743 5.056 0.0539 -1.2263 -0.5896
H 2.326 5.268 5.122 -0.0243 0.2735 -0.2361
H 0.948 5.008 6.164 -0.4637 -0.3414 -0.3920
H 1.745 6.465 6.302 0.0598 0.4261 -0.4703
H -0.024 5.824 2.563 0.0310 0.4158 -0.4204
H 0.926 4.676 3.304 0.7417 -0.0540 -0.1449
H 1.709 6.194 2.633 0.3427 -0.0682 0.1311
H -2.049 9.206 6.627 -0.5916 0.0022 -0.0194
H -1.679 8.307 8.102 -0.0300 -0.3723 -0.1104
H -0.436 9.117 7.177 0.2136 -0.0863 0.1383
H -2.263 6.019 7.453 -0.1732 0.5278 -0.0133
H -2.882 6.442 5.766 -0.7537 0.4101 0.5874
H -1.709 5.323 5.982 0.9566 0.0371 0.0315
H 0.179 10.519 3.541 -0.4396 -0.1492 -0.3000
H -0.631 10.639 5.063 0.4153 -0.0259 0.5800
H 1.172 11.045 4.743 -0.3143 0.1667 1.0057
H 2.562 7.835 4.556 -0.3434 -0.1525 -0.4151
H 2.530 8.491 6.073 -0.2735 0.7809 0.4697
H 2.895 9.477 4.606 -0.4492 0.5429 0.2702
C -2.568 -2.479 -3.525 -0.9848 0.0536 -0.3610
C -2.539 -3.721 -2.833 0.4822 -3.7074 2.4014
N -2.628 -4.690 -2.179 0.2901 2.2024 -1.5999
H -1.622 -1.939 -3.566 -0.4762 -0.2707 0.0697
H -3.360 -2.022 -2.933 0.0575 1.0319 -0.2688
H -2.984 -2.687 -4.511 0.2606 0.3421 -0.1164
C 2.956 5.859 -2.101 -0.2969 -0.4468 -0.2157
C 3.340 7.200 -2.470 1.1878 3.0371 -0.8442
N 3.691 8.256 -2.839 -0.9813 -2.4703 0.9351
H 3.539 5.183 -2.727 -0.0916 -0.2099 0.1547
H 1.900 5.735 -2.338 0.0641 -0.2143 -0.0377
H 3.108 5.616 -1.049 0.1212 0.1840 -0.0973
```
Forces are in eV/Å.

The calculation puts the LUMO energy at -1.3 eV. Its energy is -241442.8993 eV. As for the highest occupied orbital energy: -0.282 hartree.

Results of the Löwdin charge analysis, in e, for atoms 1 through 8: Sr 1.549; C -0.711; F 0.147; F 0.168; F 0.151; S 0.717; O -0.339; O -0.262